DFT (the ωB97M-V functional and the def2-TZVPD basis) results for one molecule with the formula C4H9N3 at a distorted geometry.

As for the SMILES: C/C=N\C(C)=N\N. The HOMO-LUMO gap (alpha / beta) is 8.93 / 8.93 eV. For the total energy, the calculation gives -8762.1180 eV. The spin multiplicity is 1. The calculation puts the LUMO energy (alpha / beta) at 0.8030 / 0.8030 eV.

Geometry as XYZ:
```
16
Properties=species:S:1:pos:R:3:forces:R:3
C -0.3372 -2.0372 0.0952 -0.13 0.00 -0.07
C 1.4359 1.4893 -0.3560 -0.58 0.21 0.22
C -0.5221 -0.6258 -0.3802 -0.48 0.40 2.18
N -1.6114 0.0395 1.5087 -0.82 -0.55 1.63
C 0.5983 0.9353 -1.4712 0.36 -2.02 -1.27
N -1.1596 0.3396 0.2535 1.07 -0.57 -1.98
N 0.0412 -0.2553 -1.5525 0.43 2.89 -0.68
H -0.8854 0.1977 2.2100 -0.07 -0.20 -0.21
H -2.3731 0.6731 1.7487 0.32 -0.11 -0.20
H 0.7106 1.4737 -2.4255 0.08 -0.25 0.23
H 0.1633 -2.6310 -0.6732 -0.09 0.16 0.07
H 0.2791 -2.0567 0.9985 -0.13 -0.04 -0.03
H -1.3094 -2.4822 0.3195 0.11 0.03 0.17
H 2.4606 1.6198 -0.7184 -0.13 -0.01 -0.11
H 1.0560 2.4765 -0.0797 0.13 -0.04 0.13
H 1.4533 0.8437 0.5228 -0.08 0.11 -0.09
```
Forces are in eV/Å.